The following is a quantum chemistry calculation of a structure of composition C34H80As6F36N4O2 in a non-equilibrium geometry, from the Open Molecules 2025 dataset.

Last column: Mulliken charge in e.
Cartesian coordinates (Å):
1 As 24.6840 34.9714 30.1074  2.04
2 As 28.9224 40.8139 29.8112  1.95
3 As 29.9514 35.4285 24.0840  1.97
4 As 23.4865 38.5141 20.2131  1.99
5 As 26.1186 46.2280 27.2118  2.02
6 As 22.6187 31.5581 24.2922  1.97
7 F 24.5526 39.8798 19.7807  -0.51
8 F 24.3616 31.9744 24.3192  -0.47
9 F 26.6951 46.8743 25.6189  -0.51
10 F 26.5975 47.7385 28.0463  -0.51
11 F 24.8648 36.5550 30.9862  -0.51
12 F 29.5930 39.9639 31.3031  -0.50
13 F 30.3178 42.0096 30.0096  -0.53
14 F 31.2103 34.8486 25.2741  -0.53
15 F 27.7807 45.5798 27.4966  -0.48
16 F 24.7537 33.3866 29.2819  -0.50
17 F 22.9205 30.6165 22.8200  -0.47
18 F 23.1488 35.5026 29.3428  -0.50
19 F 23.7657 34.3737 31.4524  -0.49
20 F 25.6623 45.4491 28.8277  -0.50
21 F 24.0510 38.8890 21.8492  -0.47
22 F 28.7176 34.3010 24.6732  -0.48
23 F 27.7737 41.7475 30.8143  -0.51
24 F 24.4420 46.8966 27.0005  -0.52
25 F 25.4739 44.6831 26.4860  -0.48
26 F 25.6863 35.6532 28.7586  -0.51
27 F 30.3724 34.1593 22.9060  -0.48
28 F 23.2008 38.1332 18.4410  -0.53
29 F 29.9487 39.8709 28.6502  -0.41
30 F 22.3804 32.3823 25.8865  -0.52
31 F 22.2301 39.7908 20.2885  -0.50
32 F 28.7293 36.1338 22.9561  -0.54
33 F 28.2894 41.9840 28.5770  -0.51
34 F 22.3681 37.2239 20.6785  -0.39
35 F 23.0237 30.0980 25.1816  -0.49
36 F 22.3035 33.1101 23.4207  -0.46
37 F 27.5945 39.5597 29.5259  -0.51
38 F 24.8706 37.3329 20.2325  -0.60
39 F 29.3452 36.5385 25.3898  -0.43
40 F 31.1244 36.5851 23.4311  -0.47
41 F 20.8854 31.1561 24.2013  -0.52
42 F 26.1978 34.4818 30.8875  -0.50
43 O 26.4917 40.0935 25.1710  0.02
44 O 23.6934 33.8322 16.8422  -0.28
45 N 22.6419 32.5639 19.4286  0.35
46 N 25.2770 37.2336 24.6596  1.04
47 N 19.6422 40.5075 23.2811  0.63
48 N 31.1927 40.0670 25.4112  0.36
49 C 32.5418 41.8426 24.2462  -0.62
50 C 25.0526 34.9260 23.4684  -0.63
51 C 24.8802 31.5692 20.5578  -1.47
52 C 23.6942 37.5853 24.6178  -0.02
53 C 31.3067 41.2880 26.2908  -0.11
54 C 23.9610 32.8270 20.2498  -0.27
55 C 21.8451 33.8664 19.1221  -0.45
56 C 17.6622 41.1860 21.9014  -0.68
57 C 32.3683 38.9501 25.5753  -1.25
58 C 19.1767 40.7992 21.8654  -0.68
59 C 25.9853 37.8370 23.3638  -0.37
60 C 32.0553 38.0485 26.7781  0.49
61 C 21.7170 42.2107 23.5718  -0.05
62 C 17.3696 41.1352 23.4241  -0.68
63 C 25.7903 39.3006 26.1681  -0.94
64 C 20.8511 34.3224 20.2315  -1.17
65 C 21.0144 44.7808 23.5722  -1.19
66 C 25.8589 37.7814 25.9638  -0.42
67 C 20.2765 41.7747 24.0348  -0.49
68 C 31.4518 40.7840 23.9955  -0.71
69 C 33.1431 37.0869 27.0575  -0.65
70 C 21.7681 31.4985 20.1946  -1.22
71 C 22.1895 43.7372 23.8802  -0.80
72 C 24.1613 32.5488 17.3234  -0.69
73 C 18.3799 40.1150 24.0028  -0.63
74 C 24.6581 34.5631 16.0580  -0.83
75 C 20.6072 39.3789 23.4122  -1.72
76 C 25.4935 35.7074 24.6409  -1.15
77 C 32.6702 35.9160 27.9396  -1.21
78 C 22.8431 36.7302 25.5589  -1.82
79 C 23.1400 31.7993 18.1304  -0.83
80 C 32.1967 42.2901 25.6846  -0.90
81 C 29.7779 39.3360 25.4216  -1.11
82 C 26.5717 41.4577 25.5616  -0.89
83 H 33.5857 41.5471 24.1405  0.34
84 H 27.0480 41.5641 26.5363  0.27
85 H 29.1806 40.2085 25.1569  0.47
86 H 24.2472 35.5691 15.9734  0.28
87 H 26.2296 39.4846 27.1485  0.58
88 H 32.3278 35.1025 27.2999  0.17
89 H 31.6876 43.2405 25.8448  0.45
90 H 18.4900 40.2165 25.0825  0.41
91 H 19.9248 41.5103 21.5150  0.36
92 H 18.1134 39.0706 23.8410  0.41
93 H 23.5770 38.6687 24.5956  0.60
94 H 33.3115 39.4926 25.6404  0.45
95 H 20.8641 31.4559 19.5871  0.49
96 H 25.6355 37.5218 22.3808  0.05
97 H 23.5097 37.2425 23.5997  0.03
98 H 30.2796 41.6493 26.3424  0.24
99 H 23.1066 35.6762 25.6472  0.35
100 H 21.3784 34.6749 21.1179  0.09
101 H 24.7973 34.2021 15.0390  0.31
102 H 25.6556 31.8625 21.2654  0.40
103 H 32.3991 38.4312 24.6173  0.47
104 H 25.6910 34.6367 16.3983  0.34
105 H 17.2479 40.3595 21.3241  0.34
106 H 20.2170 41.5540 25.1005  0.21
107 H 25.4120 37.3060 26.8370  0.31
108 H 31.9681 38.6946 27.6517  0.15
109 H 21.2977 45.8318 23.6294  0.39
110 H 22.2142 30.5041 20.1755  0.47
111 H 20.6979 44.5589 22.5530  0.30
112 H 21.7481 42.1394 22.4846  0.23
113 H 26.8958 37.4460 25.9827  0.26
114 H 27.0586 37.6722 23.4579  -0.25
115 H 20.1413 44.7227 24.2222  0.28
116 H 20.3639 35.2749 20.0230  0.43
117 H 25.1376 35.3570 25.6098  0.60
118 H 21.3501 33.5878 18.1918  0.32
119 H 25.1668 32.5768 17.7433  0.40
120 H 33.4965 35.5656 28.5580  0.42
121 H 24.4558 33.5739 19.6290  0.53
122 H 24.3998 30.6589 20.9166  0.26
123 H 22.5203 43.7818 24.9178  0.44
124 H 17.4817 42.1405 23.8303  0.32
125 H 16.3032 40.9124 23.4589  0.43
126 H 22.2927 31.5817 17.4801  0.60
127 H 25.3561 31.1624 19.6655  0.37
128 H 23.4567 30.7768 18.3362  0.44
129 H 22.7962 36.9219 26.6309  0.41
130 H 21.5056 39.6377 22.8518  0.34
131 H 20.1501 33.4917 20.3133  0.45
132 H 22.4824 41.6243 24.0801  0.01
133 H 21.4769 31.9604 21.1380  0.28
134 H 21.0174 39.1347 24.3921  0.59
135 H 23.6897 33.4227 21.1214  0.38
136 H 21.8190 36.6618 25.1918  0.40
137 H 30.5436 41.1253 23.4987  0.52
138 H 26.5528 35.5233 24.8200  0.08
139 H 17.5062 42.1713 21.4621  0.34
140 H 20.2297 38.4822 22.9207  0.63
141 H 19.4652 39.9228 21.2852  0.46
142 H 32.3204 42.6415 23.5386  0.36
143 H 25.5494 41.8195 25.6714  0.32
144 H 31.9694 36.3338 28.6623  0.35
145 H 33.1419 42.4633 26.1990  0.34
146 H 19.5415 42.5646 23.8801  0.40
147 H 24.7571 39.6465 26.1381  0.32
148 H 29.5448 38.9920 26.4293  0.49
149 H 23.9853 34.8390 23.2646  0.02
150 H 31.8926 40.1317 23.2416  0.36
151 H 25.8036 38.9096 23.4327  0.57
152 H 23.0760 43.9957 23.3010  0.38
153 H 33.9402 37.6130 27.5828  0.40
154 H 25.6413 35.1721 22.5847  0.39
155 H 25.2284 33.8504 23.4500  0.66
156 H 27.1815 41.9536 24.8064  0.27
157 H 24.2679 31.9499 16.4189  0.52
158 H 31.1216 37.5004 26.6513  -0.02
159 H 29.7146 38.6569 24.5714  0.03
160 H 33.4562 36.6983 26.0884  0.36
161 H 31.7171 41.0451 27.2709  0.27
162 H 22.5684 34.6717 18.9941  0.46

Calculated values
Net charge ... -2
Kohn-Sham gap ... 8.245 eV
Molar mass ... 1710.500 Da
Multiplicity ... 1
HOMO level ... -6.4 eV